{"formula": "C6F18LiN3O12S6", "method": "ωB97M-V with the def2-TZVPD basis set", "species": ["Li", "C", "F", "F", "F", "S", "O", "O", "N", "S", "O", "O", "C", "F", "F", "F", "C", "F", "F", "F", "S", "O", "O", "N", "S", "O", "O", "C", "F", "F", "F", "C", "F", "F", "F", "S", "O", "O", "N", "S", "O", "O", "C", "F", "F", "F"], "coordinates": [[19.277, 11.166, -2.531], [19.782, 7.834, -4.427], [21.074, 8.039, -4.800], [19.269, 6.794, -5.124], [19.679, 7.544, -3.137], [18.788, 9.358, -5.046], [18.733, 9.179, -6.491], [17.550, 9.266, -4.348], [19.562, 10.779, -4.432], [20.286, 11.376, -5.687], [21.269, 10.474, -6.238], [19.366, 11.957, -6.700], [21.082, 12.998, -4.898], [21.918, 13.487, -5.756], [20.131, 13.856, -4.664], [21.691, 12.654, -3.813], [18.344, 6.681, 1.148], [18.653, 6.548, 2.414], [19.187, 5.983, 0.329], [17.051, 6.309, 1.040], [18.386, 8.649, 0.642], [18.845, 9.376, 1.846], [19.329, 8.753, -0.438], [16.693, 8.880, 0.313], [16.671, 8.989, -1.165], [17.423, 10.191, -1.541], [16.960, 7.701, -1.798], [14.760, 9.394, -1.588], [14.298, 8.766, -2.736], [14.009, 8.954, -0.558], [14.637, 10.769, -1.765], [17.843, 13.862, -1.497], [17.299, 15.097, -1.160], [17.169, 12.981, -0.841], [17.720, 13.607, -2.853], [19.777, 13.951, -0.916], [20.435, 14.831, -1.906], [19.682, 14.449, 0.463], [20.164, 12.233, -1.184], [21.271, 12.066, -0.158], [22.127, 13.197, 0.124], [20.822, 11.468, 1.091], [22.406, 10.773, -1.035], [22.628, 9.786, -0.225], [21.889, 10.301, -2.237], [23.579, 11.418, -1.275]], "forces_ev_per_angstrom": [[-0.104, -0.255, -0.123], [0.444, 0.560, -1.620], [-1.205, -0.677, 0.833], [0.517, 0.536, 0.506], [0.245, 0.492, -0.326], [-0.012, 0.130, -0.802], [0.620, 0.375, 2.216], [-0.721, -0.091, 0.990], [-1.634, -3.072, -0.208], [0.131, 3.301, -4.090], [0.421, 0.623, 0.687], [1.420, -0.680, 2.093], [-1.592, -2.785, -1.409], [1.090, 0.667, -1.046], [-0.744, 0.719, 0.349], [1.001, -0.117, 1.765], [-0.720, 0.770, -1.029], [0.703, 0.096, -0.329], [-1.658, 1.136, 1.463], [0.981, -0.362, -0.592], [5.095, -0.113, 4.679], [-2.688, -1.641, -2.284], [-1.424, -0.426, -0.319], [1.323, -0.410, 4.622], [-1.713, 0.926, -8.203], [-1.090, -1.164, 0.100], [-0.424, 1.608, 0.983], [-0.567, 0.574, -1.101], [1.415, 1.240, 2.297], [0.787, 0.760, -0.990], [0.197, -2.876, 0.575], [1.388, 2.209, -0.584], [0.928, -1.655, -1.137], [-0.494, -1.171, 0.522], [0.212, 0.542, 1.963], [-1.191, 2.340, -1.417], [-1.310, -2.199, 1.803], [-0.104, -1.579, -2.284], [-2.462, 4.036, -1.135], [3.362, -2.238, 4.921], [-0.135, -0.065, -1.485], [0.085, -0.506, -1.441], [-0.293, 1.789, -0.977], [0.160, -0.973, 0.234], [0.678, 0.520, 1.608], [-0.920, -0.891, -0.277]], "lowdin_charge": [0.590, -0.599, 0.110, 0.116, 0.145, 0.669, -0.273, -0.312, -0.385, 0.587, -0.306, -0.331, -0.740, 0.186, 0.166, 0.159, -0.552, 0.176, 0.139, 0.112, 0.760, -0.251, -0.280, -0.128, 0.583, -0.250, -0.173, -0.468, 0.112, 0.122, 0.101, -0.568, 0.083, 0.160, 0.091, 0.756, -0.302, -0.292, -0.379, 0.505, -0.294, -0.299, -0.592, 0.169, 0.066, 0.107], "s2": 0.762, "lumo_ev": [1.22, -3.67], "e_above_lowest_kcal_mol": 17.61, "total_charge": -1, "spin_multiplicity": 2, "max_force_ev_per_a": 8.4}